# 1
C46H52N9OW | the ωB97M-V functional and the def2-TZVPD basis

Positions of all 109 atoms, in Å:
W (-0.56536, -0.01011, -0.55751)
C (-3.43902, -1.92927, 1.61269)
C (-3.52674, -0.56002, 2.27822)
C (-2.37112, 0.37936, 1.94149)
N (-2.22847, 0.65929, 0.51245)
C (-3.11074, 1.52606, -0.03821)
C (-4.09449, 2.18469, 0.69789)
C (-5.12025, 3.04859, 0.31656)
C (-5.51777, 3.45355, -0.93513)
C (-4.89280, 3.10344, -2.13162)
C (-3.73174, 2.40386, -2.34771)
C (-2.82034, 1.79628, -1.44453)
N (-1.63714, 1.34813, -1.82400)
C (-1.13931, 1.68976, -3.14592)
C (-1.42894, 0.57115, -4.13228)
C (-0.63522, -0.66311, -3.74059)
N (-0.91618, -1.18377, -2.40516)
C (-1.43064, -2.39332, -2.28850)
C (-2.12021, -3.05427, -3.33949)
C (-2.53271, -4.35562, -3.46764)
C (-2.34688, -5.43593, -2.60412)
C (-1.80266, -5.36688, -1.34520)
C (-1.38862, -4.25990, -0.60324)
C (-1.30949, -2.90932, -0.92910)
N (-0.96769, -1.95110, -0.03607)
C (-0.89176, -2.37652, 1.36871)
C (-2.23096, -2.77630, 2.00453)
H (-3.46137, -1.80430, 0.52504)
H (-4.34379, -2.48625, 1.86534)
H (-3.54442, -0.68300, 3.36676)
H (-4.47868, -0.09851, 2.00798)
H (-1.43637, -0.04912, 2.28563)
H (-2.46196, 1.31235, 2.51530)
H (-4.08208, 1.99104, 1.75949)
H (-5.71273, 3.41812, 1.14630)
H (-6.39460, 4.08283, -1.00544)
H (-5.38118, 3.45820, -3.03299)
H (-3.46807, 2.29756, -3.39005)
H (-0.05563, 1.81977, -3.06604)
H (-1.53773, 2.65131, -3.47595)
H (-1.11397, 0.87170, -5.13493)
H (-2.50133, 0.36016, -4.17303)
H (0.42119, -0.38011, -3.75806)
H (-0.73760, -1.45043, -4.48845)
H (-2.37793, -2.41340, -4.17211)
H (-3.05632, -4.57588, -4.39125)
H (-2.67467, -6.40500, -2.95545)
H (-1.71504, -6.30736, -0.81267)
H (-1.06973, -4.50989, 0.39675)
H (-0.44225, -1.55901, 1.90451)
H (-0.15224, -3.17925, 1.45840)
H (-2.09226, -2.73724, 3.09118)
H (-2.46358, -3.81896, 1.78398)
N (-0.75252, 3.64577, 0.74004)
C (-1.04028, 4.95977, 0.80508)
C (-0.60213, 5.51616, -0.37406)
C (-0.05541, 4.43561, -1.08778)
N (-0.14797, 3.30522, -0.40093)
H (-0.86747, 2.94493, 1.45701)
H (-1.51535, 5.38468, 1.67176)
H (-0.67347, 6.54787, -0.66762)
H (0.38951, 4.42724, -2.07035)
C (4.63492, -2.69209, 0.13519)
C (3.26738, -3.29194, 0.36805)
N (3.24897, -4.63070, 0.57909)
O (2.24778, -2.62355, 0.36881)
H (5.25716, -2.81976, 1.02066)
H (4.51214, -1.63233, -0.06695)
H (5.14062, -3.17146, -0.70421)
H (4.09416, -5.16785, 0.64445)
H (2.37174, -5.06599, 0.80612)
C (5.44682, 0.29491, -3.17816)
C (4.06597, 0.22563, -2.60087)
C (3.48210, 1.33148, -1.98858)
C (2.21359, 1.23228, -1.45438)
N (1.49844, 0.09751, -1.49964)
C (2.06081, -0.98091, -2.06248)
C (3.31969, -0.94671, -2.62777)
H (5.57949, 1.20067, -3.76925)
H (5.65780, -0.56440, -3.81222)
H (6.19033, 0.31521, -2.37892)
H (4.00492, 2.27725, -1.92930)
H (1.71556, 2.07539, -0.98948)
H (1.47646, -1.88929, -2.04252)
H (3.71625, -1.84657, -3.07956)
N (0.54349, 0.34729, 0.97327)
C (1.25518, 0.62147, 1.97996)
C (2.04515, -0.39085, 2.75691)
C (3.42676, -0.44082, 2.60588)
C (4.18389, -1.33691, 3.34308)
C (3.56985, -2.18479, 4.25505)
C (2.19747, -2.11783, 4.43675)
C (1.44174, -1.21921, 3.69753)
C (1.38706, 2.02481, 2.49133)
C (0.77859, 2.38672, 3.68976)
C (0.84995, 3.69626, 4.14581)
C (1.55917, 4.64581, 3.42626)
C (2.20345, 4.28276, 2.25046)
C (2.11521, 2.98057, 1.78664)
H (3.91168, 0.22750, 1.90344)
H (5.25940, -1.36362, 3.22027)
H (4.16353, -2.87702, 4.83732)
H (1.71663, -2.75498, 5.16776)
H (0.37397, -1.15460, 3.86798)
H (0.24578, 1.63932, 4.26642)
H (0.36306, 3.97101, 5.07251)
H (1.62146, 5.66444, 3.78551)
H (2.76824, 5.01857, 1.69312)
H (2.61283, 2.69606, 0.86898)

The LUMO energy (alpha / beta) comes out at -2.79 / -2.76 eV. The largest force on an atom comes out at 0.8 eV/A. The HOMO-LUMO gap (alpha / beta) comes out at 5.95 / 5.94 eV. As for the charge: +1.



# 2
C5H2IN | the ωB97M-V functional and the def2-TZVPD basis

Positions of all 9 atoms, in Å:
C (-1.07359, -1.99291, -0.15875)
C (-0.17307, -1.76595, 0.57546)
C (0.96207, -1.10869, 0.83448)
N (1.99980, -0.69166, 0.97996)
H (-1.97229, -2.49248, -0.44219)
C (-0.14569, 2.35450, 0.32789)
C (0.19991, 1.73985, -0.65066)
I (0.14383, 0.85693, -2.52065)
H (0.05903, 3.10041, 1.05445)

The LUMO energy comes out at 0.00 eV. The largest force on an atom comes out at 3.4 eV/A. The SMILES is C#CC#N.C#CI. The HOMO-LUMO gap comes out at 9.70 eV. The energy relative to the best compared isomer or geometry (same formula, charge and spin) comes out at 89.0 kJ/mol.



# 3
C6H13N | the ωB97M-V functional and the def2-TZVPD basis

Positions of all 20 atoms, in Å:
C (0.26842, -1.06850, -0.19212)
N (-0.19110, 0.18712, 0.43708)
C (-1.46532, 0.66927, -0.06052)
C (-2.59070, -0.30264, 0.26787)
C (0.87443, 1.17823, 0.29554)
C (2.14712, 0.34393, 0.33497)
C (1.74619, -0.85800, -0.52331)
H (-0.28651, -1.27130, -1.11987)
H (0.06047, -1.91063, 0.47316)
H (-1.62787, 1.63434, 0.42884)
H (-1.45902, 0.84901, -1.14725)
H (-3.56054, 0.15789, 0.05258)
H (-2.55165, -1.17405, -0.39015)
H (-2.55807, -0.62514, 1.30663)
H (0.80310, 1.71137, -0.66319)
H (0.82039, 1.90701, 1.11412)
H (3.02333, 0.87152, -0.04902)
H (2.33671, 0.03299, 1.36468)
H (1.84988, -0.58674, -1.57700)
H (2.36074, -1.74569, -0.35303)

The LUMO energy (alpha / beta) comes out at 4.21 / 4.24 eV. The largest force on an atom comes out at 0.5 eV/A. The HOMO-LUMO gap (alpha / beta) comes out at 2.63 / 8.92 eV. As for the charge: -1. As for the multiplicity: 2. The energy relative to the best compared isomer or geometry (same formula, charge and spin) comes out at 17.0 kJ/mol.



# 4
C18H21MnNO4SSi | the ωB97M-V functional and the def2-TZVPD basis

Positions of all 47 atoms, in Å:
Mn (0.73023, -0.47930, -0.16286)
O (2.93329, -3.78475, -0.59992)
C (1.87272, -3.22574, -0.47509)
O (1.80243, -1.94124, -0.13905)
C (0.56576, -3.93567, -0.60795)
C (0.58536, -5.32016, -0.45911)
C (-0.57385, -6.06600, -0.56360)
C (-1.77512, -5.42345, -0.83106)
C (-1.80947, -4.04835, -0.98375)
C (-0.64120, -3.29080, -0.87851)
S (-0.86407, -1.57072, -1.23796)
H (1.53936, -5.79015, -0.26177)
H (-0.54459, -7.13997, -0.43828)
H (-2.69205, -5.99170, -0.91944)
H (-2.74736, -3.54917, -1.18985)
C (-1.22688, -0.28228, 3.57027)
O (-1.12903, -0.57880, 2.14842)
C (0.04392, -0.38132, 1.63081)
O (1.08135, -0.05489, 2.14913)
H (-2.26444, -0.46758, 3.82223)
H (-0.96050, 0.75754, 3.74252)
H (-0.56151, -0.94094, 4.12269)
C (2.03142, 3.06212, -2.17595)
Si (1.82506, 2.14137, -0.57356)
C (3.12131, 0.78478, -0.56713)
C (2.13096, 3.21312, 0.91158)
N (0.27560, 1.30642, -0.45510)
C (-0.95118, 2.01112, -0.37145)
C (-0.98982, 3.39838, -0.54532)
C (-2.18194, 4.10290, -0.46365)
C (-3.37550, 3.44974, -0.20302)
C (-3.35022, 2.07410, -0.02341)
C (-2.16200, 1.36625, -0.10426)
H (3.07327, 3.38240, -2.26334)
H (1.40216, 3.94544, -2.27231)
H (1.81390, 2.40152, -3.01784)
H (4.06330, 1.32870, -0.68901)
H (3.07566, 0.07890, -1.40056)
H (3.22125, 0.21584, 0.35966)
H (3.15234, 3.60143, 0.88964)
H (2.01667, 2.61581, 1.81861)
H (1.45023, 4.06247, 0.97539)
H (-0.08450, 3.95284, -0.74841)
H (-2.16871, 5.17635, -0.60523)
H (-4.30558, 3.99839, -0.14265)
H (-4.26656, 1.53478, 0.18247)
H (-2.18149, 0.30028, 0.04695)

The LUMO energy (alpha / beta) comes out at -1.51 / -0.27 eV. The largest force on an atom comes out at 0.7 eV/A. The HOMO-LUMO gap (alpha / beta) comes out at 6.46 / 8.00 eV. As for the multiplicity: 4. The energy relative to the best compared isomer or geometry (same formula, charge and spin) comes out at 0.0 kJ/mol.



# 5
C14H35N6O6P3Pd | the ωB97M-V functional and the def2-TZVPD basis

Positions of all 65 atoms, in Å:
Pd (-1.24740, 0.25543, -0.02953)
N (-0.96534, 1.98345, -3.28002)
C (-0.25775, 0.69073, -3.69317)
C (0.14464, 0.72863, -5.16203)
P (1.21156, 0.64760, -2.54490)
O (2.24492, 1.48225, -3.50252)
O (0.82180, 1.55397, -1.41143)
O (1.74317, -0.71656, -2.29955)
P (-1.58812, -0.59629, -3.36401)
O (-2.49176, -0.43852, -4.71610)
O (-2.39112, 0.05845, -2.27204)
O (-1.02428, -1.96396, -3.32363)
H (-1.14893, 2.60675, -4.06018)
H (-0.37594, 2.42027, -2.54841)
H (-1.84164, 1.66955, -2.79996)
H (0.85167, 1.53000, -5.36801)
H (-0.73351, 0.83091, -5.79969)
H (0.63323, -0.21579, -5.40342)
H (3.06445, 1.65917, -3.02813)
H (-2.33493, -1.20020, -5.28430)
C (-0.28231, 0.94071, 3.96376)
C (-0.88106, 2.32186, 3.71386)
N (-0.92750, 2.67320, 2.30284)
C (0.34719, 3.04516, 1.69610)
C (0.41987, 4.52645, 1.35048)
C (-1.94051, 2.23627, 1.49678)
C (-3.19592, 1.71957, 2.15498)
N (-1.97459, 2.38863, 0.19896)
H (-0.27032, 0.70925, 5.03025)
H (0.74281, 0.89045, 3.59182)
H (-0.86022, 0.17791, 3.43942)
H (-0.28863, 3.08555, 4.22249)
H (-1.88246, 2.38200, 4.13632)
H (0.53036, 2.41778, 0.81690)
H (1.13487, 2.80011, 2.41170)
H (-0.36670, 4.80840, 0.64942)
H (1.38304, 4.76513, 0.89664)
H (0.29951, 5.14050, 2.24459)
H (-3.68567, 2.52843, 2.70586)
H (-3.00524, 0.89721, 2.84106)
H (-3.86043, 1.37720, 1.36800)
H (-1.12902, 2.86803, -0.10724)
C (0.75078, -4.53729, 0.93882)
N (1.15657, -3.76561, -0.30157)
C (2.49894, -3.06915, -0.04743)
N (2.44630, -2.27950, 1.13319)
C (2.01978, -3.07458, 2.27370)
N (0.70716, -3.69083, 2.08246)
C (-0.37415, -2.68074, 2.00764)
P (-0.19550, -1.46445, 0.60268)
C (0.09750, -2.77064, -0.68549)
C (1.58921, -1.09286, 0.95103)
H (1.49479, -5.32535, 1.07610)
H (-0.22571, -4.97652, 0.73374)
H (1.28156, -4.41641, -1.07714)
H (2.69016, -2.44959, -0.92400)
H (3.23460, -3.87096, 0.05192)
H (1.98165, -2.43493, 3.15444)
H (2.74941, -3.87032, 2.44695)
H (-0.39197, -2.13091, 2.95152)
H (-1.33190, -3.20045, 1.92352)
H (0.41053, -2.27975, -1.60502)
H (-0.81944, -3.32151, -0.89823)
H (1.64031, -0.48404, 1.85627)
H (1.96763, -0.49927, 0.12095)

The LUMO energy comes out at 0.19 eV. The largest force on an atom comes out at 0.4 eV/A. The HOMO-LUMO gap comes out at 6.57 eV. The energy relative to the best compared isomer or geometry (same formula, charge and spin) comes out at 0.0 kJ/mol.